Entry 1:
Entry from the OMol25 dataset: C5H6Br2Cl2 as an isolated structure at a distorted geometry (ωB97M-V/def2-TZVPD).

Each line ends with the Mulliken charge.
Element x y z (Å)
C1 -0.113648 -0.083105 -0.070007  0.776
C2 -0.961658 -0.348555 0.876035  0.080
C3 2.708223 0.245391 -0.127989  0.150
C4 0.100768 0.311999 -1.483647  -1.410
C5 -2.431840 -0.372139 0.987643  -1.231
Cl1 3.353459 -0.257855 1.383788  -0.096
Cl2 3.081769 -0.832194 -1.429272  -0.086
Br1 2.929826 2.067801 -0.428398  -0.009
Br2 -0.424657 -0.623253 2.826627  -0.265
H1 0.383753 -0.631083 -1.968637  0.336
H2 0.671859 1.202272 -1.415719  0.274
H3 -0.800950 0.498869 -1.923402  0.458
H4 -2.883334 0.288849 1.760403  0.353
H5 -2.849598 -1.413790 0.941466  0.310
H6 -2.763974 -0.053207 0.071108  0.362

Cartesian forces, eV/Å:
C -0.437 -0.029 0.773
C 1.037 0.258 1.530
C 0.312 -0.788 0.505
C 0.224 -2.371 2.248
C -0.870 -1.155 0.153
Cl -0.210 -0.133 0.023
Cl -0.016 0.293 0.132
Br -0.006 0.472 -0.277
Br 0.709 -0.034 -0.834
H 1.083 0.830 -0.347
H 1.009 0.416 -0.998
H -2.792 0.963 -1.123
H 0.575 -0.824 -0.346
H 0.525 0.747 0.999
H -1.143 1.354 -2.441

HOMO level (alpha / beta)	-8.81 / -8.66	eV
ΔE to the lowest compared entry with this formula, charge and spin	80.7	kcal/mol
E_LUMO (alpha / beta)	-0.7 / -1.1	eV
orbital gap (alpha / beta)	0.2981 / 0.2784	Ha
total charge	0
largest force on an atom	0.0637	Eh/bohr

Entry 2:
Entry from the OMol25 dataset: one molecule with the formula C5H6BrCl at a distorted geometry (ωB97M-V/def2-TZVPD).

Each line ends with the Mulliken charge.
Element x y z (Å)
C1 0.055394 2.060099 1.827705  -0.746
C2 0.398062 -0.394511 -0.090184  -0.076
C3 0.865995 1.000273 1.900243  0.415
C4 0.647253 -0.300117 1.223048  0.193
C5 0.024300 -1.416216 -1.120261  -1.122
Cl1 2.222438 1.025366 3.010389  -0.192
Br1 1.071268 -1.981596 2.153422  -0.177
H1 0.317199 2.939145 2.361365  0.314
H2 -0.939992 1.940047 1.258053  0.258
H3 0.271023 0.717492 -0.524283  0.227
H4 0.441414 -1.154340 -2.125786  0.280
H5 -0.990455 -1.571829 -1.145682  0.314
H6 0.404369 -2.360528 -0.749934  0.315

Cartesian forces, eV/Å:
C -1.353 -1.723 -1.231
C -1.228 4.258 -0.911
C -0.457 -0.344 0.731
C 0.718 -1.378 -1.072
C 3.246 -0.100 0.743
Cl -0.038 0.190 -0.333
Br -0.422 0.957 -0.228
H -0.090 0.719 0.205
H 1.869 0.477 0.949
H 0.405 -2.384 0.878
H -0.429 -0.302 0.971
H -2.604 0.103 -0.305
H 0.384 -0.474 -0.397

HOMO level	-9.23	eV
ΔE to the lowest compared entry with this formula, charge and spin	0.6	kcal/mol
SMILES	C=C(Cl)/C(Br)=C/C
E_LUMO	0.4	eV
orbital gap	0.3533	Ha
total charge	0
largest force on an atom	0.0880	Eh/bohr

Entry 3:
Entry from the OMol25 dataset: one molecule with the formula C5H6Cl2 at a distorted geometry (ωB97M-V/def2-TZVPD).

Each line ends with the Mulliken charge.
Element x y z (Å)
C1 -0.122021 -1.606720 0.638113  -0.492
C2 -0.269681 -0.181998 0.126084  0.735
C3 -1.451008 0.186813 -0.331331  -0.540
C4 0.859672 0.669275 0.259877  -0.170
C5 1.177681 1.736382 -0.537877  -0.823
H1 0.514367 -1.459211 1.580292  0.317
H2 -1.117372 -1.980355 0.702071  0.328
H3 -1.693143 1.144044 -0.770939  0.338
H4 1.690068 0.455374 1.044765  0.156
H5 2.052499 2.360341 -0.439768  0.275
H6 0.668097 1.897156 -1.468695  0.247
Cl1 0.717680 -2.565298 -0.566569  -0.166
Cl2 -3.026845 -0.655808 -0.236028  -0.206

Cartesian forces, eV/Å:
C 1.113 2.273 0.984
C -1.017 -2.137 0.382
C -1.764 0.955 -0.461
C 3.782 2.917 -0.366
C -0.378 -1.879 0.507
H -1.186 -1.133 -1.097
H -0.333 -0.732 0.855
H 0.442 0.193 0.249
H -1.957 0.056 -1.029
H 0.132 -0.159 0.512
H -0.631 0.188 -0.154
Cl 0.530 -0.474 -0.275
Cl 1.267 -0.067 -0.108

HOMO level	-9.08	eV
ΔE to the lowest compared entry with this formula, charge and spin	14.3	kcal/mol
SMILES	C=C/C(=C/Cl)CCl
E_LUMO	0.3	eV
orbital gap	0.3435	Ha
total charge	0
largest force on an atom	0.0931	Eh/bohr

Entry 4:
Entry from the OMol25 dataset: one molecule with the formula C5H6Cl2N2 at a distorted geometry (ωB97M-V/def2-TZVPD).

Each line ends with the Mulliken charge.
Element x y z (Å)
C1 1.078571 2.096641 -0.457320  -0.626
C2 -0.203212 2.118222 -1.129499  -0.216
C3 1.137626 0.805297 0.097600  0.238
C4 -0.736943 -1.624016 1.172791  -1.309
C5 -0.480032 -1.286528 -0.299762  0.011
N1 -0.846605 0.951910 -0.975074  -1.000
N2 -0.059088 0.112776 -0.288616  0.875
Cl1 2.256759 0.013550 1.053427  -0.154
Cl2 0.719169 -2.457851 -0.870533  -0.152
H1 1.813809 2.790602 -0.387073  0.482
H2 -0.734110 2.917965 -1.735131  0.371
H3 -1.593863 -1.184914 1.649700  0.355
H4 0.092127 -1.493276 1.822185  0.317
H5 -1.034476 -2.617661 1.393094  0.439
H6 -1.409726 -1.142724 -1.045784  0.367

Cartesian forces, eV/Å:
C -3.052 -3.752 0.018
C -0.348 -0.367 0.276
C -2.731 0.066 -1.875
C -1.431 -0.775 0.020
C -1.922 1.293 0.715
N 0.567 0.985 -1.002
N 2.304 2.307 -0.255
Cl 0.879 -0.134 0.427
Cl 0.083 0.238 -0.621
H 1.840 2.007 0.191
H 1.022 -1.072 1.091
H -0.355 1.411 -0.313
H 1.034 0.572 0.113
H 0.110 -1.620 -0.700
H 1.999 -1.159 1.915

HOMO level	-9.19	eV
ΔE to the lowest compared entry with this formula, charge and spin	36.4	kcal/mol
SMILES	C[C@H](Cl)n1nccc1Cl
E_LUMO	0.8	eV
orbital gap	0.3671	Ha
total charge	0
largest force on an atom	0.0941	Eh/bohr

Entry 5:
Entry from the OMol25 dataset: a 3-piece molecular cluster, C5H6Cl2N4 overall at a distorted geometry (ωB97M-V/def2-TZVPD).

Each line ends with the Mulliken charge.
Element x y z (Å)
C1 0.784708 -0.589572 -0.081518  0.272
C2 -3.052715 0.593198 0.591449  0.174
C3 0.035676 1.048553 -1.642229  -0.969
C4 0.329021 0.747318 -0.353188  0.515
C5 -2.659140 -0.761956 0.680221  0.561
N1 0.950733 -1.709685 0.170264  -0.537
N2 -3.323669 1.726923 0.502276  -0.401
N3 0.173004 1.474148 0.782350  -0.584
N4 -1.890785 -1.069248 1.600432  -0.432
Cl1 -0.269945 -4.293454 0.942809  -0.357
Cl2 -3.362820 -1.737611 -0.697228  -0.156
H1 0.115560 0.307430 -2.448786  0.256
H2 -0.280767 1.919875 -2.164359  0.327
H3 -0.649138 2.042554 0.812068  0.287
H4 0.134132 0.988922 1.650990  0.356
H5 0.446891 -3.408416 0.233757  0.433
H6 -1.455599 -2.002282 1.718093  0.257

Cartesian forces, eV/Å:
C -0.189 -2.032 0.056
C -1.197 3.699 -0.522
C 0.493 -1.348 -0.411
C -0.406 -0.435 -1.869
C -0.033 -1.514 -0.772
N 0.373 1.876 -0.591
N 0.607 -2.443 0.217
N -0.336 1.506 0.902
N 0.710 -0.699 0.398
Cl 0.323 0.300 -0.517
Cl 0.716 0.515 1.201
H 0.453 -0.298 0.923
H -0.430 1.238 0.925
H -0.285 0.759 -0.552
H 0.510 -0.832 0.368
H -0.578 -0.646 0.805
H -0.730 0.354 -0.561

HOMO level	-9.54	eV
ΔE to the lowest compared entry with this formula, charge and spin	7.9	kcal/mol
SMILES	[H]/N=C(\Cl)C#N.C=C(N)C#N.Cl
E_LUMO	-0.6	eV
orbital gap	0.3278	Ha
total charge	0
largest force on an atom	0.0763	Eh/bohr

Entry 6:
Entry from the OMol25 dataset: C5H6Cl2O4RhSSm as an isolated structure at a distorted geometry (ωB97M-V/def2-TZVPD).

Each line ends with the Mulliken charge.
Element x y z (Å)
Rh1 -2.621537 1.838733 -4.278668  0.484
Sm1 0.782148 -0.204263 -0.488150  1.520
Cl1 -0.949790 0.275915 -3.481907  -0.226
Cl2 -1.504490 0.056171 0.440017  0.096
C1 1.092035 1.846764 0.807897  0.195
C2 -2.831224 1.063954 -5.999214  0.468
C3 -3.775220 3.194961 -4.683460  0.526
O1 1.465735 2.359431 1.787027  -0.074
O2 -2.942356 0.578382 -7.061854  -0.034
O3 -4.454308 4.118405 -4.889420  -0.042
C4 1.425982 -0.597652 3.904529  -0.718
S1 2.502086 -1.163643 2.465985  0.777
C5 1.667389 -2.650481 2.008044  -0.971
O4 2.073250 -0.307105 1.270766  -0.411
H1 1.837055 -1.001160 4.856487  0.421
H2 0.442086 -1.021434 3.707958  0.362
H3 1.319957 0.500174 3.954859  0.371
H4 0.613249 -2.446336 2.049950  0.455
H5 1.918681 -2.914253 0.966240  0.410
H6 1.939270 -3.526564 2.662915  0.393

Cartesian forces, eV/Å:
Rh 2.541 -2.466 1.344
Sm 1.205 -1.189 -5.297
Cl -0.609 0.542 0.269
Cl -3.178 0.306 1.027
C 2.048 4.505 5.924
C -0.848 -2.941 -6.897
C -5.350 6.818 -2.047
O -2.044 -2.181 -5.022
O 0.690 2.910 6.463
O 3.386 -4.708 1.058
C 0.403 0.531 1.147
S -2.499 1.061 -0.420
C 1.079 -2.540 -0.096
O 2.707 -1.158 3.297
H 0.080 0.169 -0.633
H 0.072 -0.390 -0.318
H 0.687 -0.325 -0.208
H -0.582 0.206 0.412
H 0.412 0.013 0.438
H -0.198 0.836 -0.442

spin multiplicity	10
HOMO level (alpha / beta)	-21.92 / -23.48	eV
ΔE to the lowest compared entry with this formula, charge and spin	0.0	kcal/mol
E_LUMO (alpha / beta)	-15.3 / -19.1	eV
orbital gap (alpha / beta)	0.2449 / 0.1627	Ha
<S²>	24.77
total charge	+4
largest force on an atom	0.1732	Eh/bohr

Calculated total energy in eV, matching the order above: -170406.898, -87845.462, -30325.428, -33305.836, -36285.344, -70212.480